15
Properties=species:S:1:pos:R:3:forces:R:3 method="wB97M-V/def2-TZVPD" spin_multiplicity=1 total_energy_ev=-10419.0257 orbital_gap_ev=10.66 lumo_energy_ha=0.024
C 0.10347 -0.75973 -0.48192 0.0 -0.1 -0.3
O -5.64994 0.29042 1.10306 0.0 -0.4 -0.4
H 2.88246 -1.34335 -0.15754 0.1 0.0 -0.2
C 2.11392 0.75698 -0.09307 -0.2 0.3 0.3
O 2.95851 -0.59182 1.68668 0.1 0.1 -0.1
H -6.13178 -0.47186 1.44934 0.1 0.2 0.0
C 0.75755 0.55739 -0.83036 0.5 0.1 -0.2
O 0.11330 -1.67704 -1.26453 -0.1 0.0 0.1
H 0.15451 1.45027 -0.65648 -0.3 -0.3 0.2
H -5.44577 0.03348 0.19050 0.0 0.2 0.3
H -0.33539 -0.92447 0.51220 0.0 0.3 0.2
H 0.92217 0.50869 -1.90198 0.1 -0.1 -0.2
H 2.00576 1.47564 0.71515 0.0 0.0 0.1
H 2.83873 1.18007 -0.78409 0.1 0.0 -0.2
C 2.71249 -0.48467 0.51305 -0.2 -0.2 0.2

=====

10
Properties=species:S:1:pos:R:3:forces:R:3 method="wB97M-V/def2-TZVPD" spin_multiplicity=1 total_energy_ev=-27272.6040 orbital_gap_ev=8.18 lumo_energy_ha=-0.048
N -0.96256 0.42475 -0.13356 2.1 0.1 -0.6
S 4.03490 -0.38052 -0.30207 -2.2 1.6 0.7
H 3.00536 1.74139 0.49729 -1.0 -2.6 -0.8
C 2.75258 0.62238 0.13584 2.7 0.6 0.0
H -3.21387 -0.28615 -1.21593 1.6 -0.1 0.2
C 0.26618 0.22562 -0.05255 -0.5 1.2 0.5
H -3.12863 -0.03579 0.92915 1.3 -0.2 -1.1
O -1.95593 -1.98221 0.14180 0.5 -1.6 -0.5
N 1.44484 0.26427 0.15671 -0.9 -0.1 -0.3
P -2.24286 -0.59373 -0.15668 -3.6 1.2 2.0

=====

137
Properties=species:S:1:pos:R:3:forces:R:3 method="wB97M-V/def2-TZVPD" spin_multiplicity=2 total_energy_ev=-136984.1532 orbital_gap_ev="5.53 / 5.45" lumo_energy_ha="-0.321 / -0.323" s2=0.76 charge=+3
H -3.69710 -1.25083 2.42683 0.0 0.0 0.1
N 1.53939 1.79058 -0.84597 0.3 0.6 0.0
H -3.03111 -0.47302 -2.45486 0.0 0.0 -0.1
C 2.90633 2.29735 -7.09015 0.0 -0.1 0.0
H -2.88766 1.81148 8.08124 0.0 0.0 0.0
C 0.52013 5.31911 3.44811 0.0 0.0 0.0
N 0.52755 2.98443 1.85231 -0.1 0.4 0.6
C 5.10700 0.77763 1.50746 -0.1 0.0 -0.1
C 1.78774 -5.19966 -2.96077 0.1 0.0 0.1
C -3.08259 3.10715 -0.44804 0.2 0.0 -0.1
H -4.58418 0.60384 6.75090 0.0 0.0 0.0
H -0.58582 2.05201 7.22496 0.0 0.0 0.0
H 2.88553 0.41514 5.43103 -0.1 0.0 0.0
H 4.65995 -1.75326 3.68898 0.0 0.0 0.0
H 4.91172 2.58041 -2.71561 -0.1 0.0 0.1
C -1.89594 2.71003 2.34501 0.3 0.1 0.1
C 2.92486 1.32292 -6.09480 0.1 0.2 0.2
H 0.27839 4.78117 -1.56587 0.0 0.0 0.0
H -3.49198 0.48878 2.20566 0.0 0.0 0.0
H 3.98796 -3.38772 -1.31291 0.0 0.0 0.1
C 0.22195 1.90701 -2.90436 -0.2 -0.1 0.1
H 0.01983 1.12636 5.01784 0.0 0.0 0.0
C 1.93492 -3.16801 -4.84844 0.1 0.0 0.3
C -1.32776 1.53029 6.63582 0.0 0.0 0.1
H -0.32075 -1.92609 1.12516 -0.1 0.0 0.0
H -3.02160 2.73909 -3.05584 0.0 0.0 0.1
O -0.34463 0.22538 2.37411 0.6 0.2 -0.5
C -1.93950 0.31380 4.65223 0.1 -0.1 -0.2
H 3.39904 0.87428 -4.05764 0.0 0.0 0.0
C 2.45540 -2.98787 -3.57042 0.0 -0.1 -0.1
P -1.47274 -0.49684 3.10692 -0.7 -0.2 0.5
H -2.15061 2.23202 3.28883 0.0 -0.1 0.0
H 2.58169 5.45380 2.89687 0.0 0.0 0.0
C -3.30537 -3.43197 0.64425 0.0 0.0 0.1
C -3.23770 0.17441 5.14514 0.0 0.0 -0.1
H 6.19935 -1.04039 1.87227 0.0 0.0 0.0
C -3.57631 0.71388 6.37493 0.0 0.0 0.0
H -4.91244 0.24692 -3.89171 0.0 0.0 0.0
C -0.58697 3.42038 2.49434 -0.1 0.0 -0.1
H -0.60581 -5.86914 4.70573 0.0 0.0 0.0
C 1.66316 4.88889 2.80137 0.0 -0.1 -0.1
H -2.68225 3.43129 2.13780 0.0 -0.1 -0.1
C -2.18872 -2.93148 4.16289 -0.1 0.0 -0.1
N 2.16782 -2.68519 -0.56454 0.1 0.5 0.2
H -3.99510 -0.34531 4.57212 0.0 0.0 0.0
C -1.00592 1.99285 -3.41819 0.3 -0.1 -0.1
H 2.93029 -2.04636 -3.32657 0.0 0.0 0.0
C 0.93547 3.93567 -1.72989 -0.1 -0.3 0.0
H 0.85043 -6.34411 -4.51039 0.0 0.0 0.0
C 4.45961 -0.85606 3.11873 0.0 0.0 0.0
H -1.86129 1.97564 1.54647 -0.3 0.0 0.0
C 2.95137 -3.71735 -1.24570 0.0 -0.2 -0.4
C 3.35981 -0.06110 3.43991 0.1 0.1 -0.2
H -7.01153 1.04868 -2.85767 0.0 0.0 0.0
N 2.92720 3.05558 -2.23811 -0.2 -0.8 1.0
C -2.57560 -2.48700 -0.07314 0.1 0.3 0.0
C 3.94595 1.47053 1.83310 -0.2 0.3 -0.2
H -3.86336 -5.48853 0.80038 0.0 0.0 0.0
H 1.06705 1.49989 -3.44238 0.0 0.1 -0.1
C 2.00989 -2.03781 -5.75663 -0.2 0.4 -0.7
C -1.15642 -2.22583 3.54009 0.1 0.3 -0.1
H 4.01087 4.93102 -5.26138 0.0 0.0 0.0
C -3.95995 -0.13101 -2.01298 0.0 0.0 0.0
H -3.47951 2.31201 0.18174 0.0 0.1 0.0
C -5.29249 0.29533 -0.04264 0.0 0.0 0.0
C 2.38798 -3.99303 -2.62397 -0.1 0.0 0.1
C -0.98411 0.99708 5.40441 0.1 0.0 -0.2
H -1.35862 -4.47822 -2.52578 0.1 0.0 0.0
N 1.87446 -0.58935 -7.32530 0.3 0.9 0.0
H 4.43542 4.27944 -2.95846 0.0 0.0 0.1
C 4.12034 3.24359 -3.06948 0.1 0.0 -0.5
H -1.54140 4.83766 3.76862 0.0 0.0 0.0
C -2.62079 1.38925 7.12229 0.0 0.0 0.0
N 1.11000 -3.05923 0.16567 -0.3 -0.3 0.1
O -1.41283 0.02836 -0.09161 0.5 0.3 0.3
C 1.29125 -5.39241 -4.24588 -0.1 -0.1 0.0
O 2.57112 -0.90096 -5.27918 0.2 0.0 0.3
H 3.00722 -0.80808 -1.11139 0.0 -0.1 0.0
C -4.09695 -0.11676 -0.62394 0.2 -0.1 0.1
C -1.99284 -4.23925 4.56799 -0.1 0.0 0.0
C 3.36665 1.64829 -4.81660 0.0 0.0 -0.1
Ti 0.22776 1.21290 0.56305 -1.3 -0.8 -0.2
C 3.31265 3.58508 -6.78170 0.0 0.0 0.0
N 2.10834 4.14721 -2.15921 -0.1 0.7 -0.1
C -2.06575 2.52056 -2.60474 0.2 0.0 0.4
H -2.80111 -4.77270 5.04915 0.0 0.0 0.0
H -3.89956 -3.15035 1.50463 0.0 0.0 0.0
H 1.50620 -0.16485 4.50448 -0.1 -0.1 0.0
C -0.76039 -4.85016 4.37868 0.1 0.0 0.0
H 0.51658 6.22510 4.03846 0.0 0.0 0.0
N 1.58672 -1.87398 -6.96792 -0.1 -0.8 0.4
C 0.56733 -1.93802 0.54083 0.3 -0.2 -0.3
H -1.31042 -2.12937 -1.77276 0.0 -0.1 0.0
C 0.45657 2.50468 -1.53571 0.2 0.5 -0.7
N 3.05314 1.03465 2.72643 0.1 -0.1 0.4
C -1.88424 -4.19207 -1.62486 0.0 0.0 -0.1
C 0.07978 -2.84054 3.36462 0.0 0.1 0.1
C -1.91020 2.64979 -1.26573 -0.9 0.3 -0.4
H 0.97286 -4.52394 -6.19755 0.0 -0.1 0.0
H -2.61222 -6.16957 -1.21394 0.0 0.0 0.0
C -3.29632 -4.75706 0.24093 -0.1 0.0 0.0
C -2.59204 -5.13688 -0.89324 0.0 0.0 0.0
C -5.01013 0.28003 -2.81489 0.0 0.0 0.0
C -1.87018 -2.87180 -1.21390 0.0 0.1 0.0
C -6.33278 0.72665 -0.85164 -0.1 0.0 0.1
C 1.35604 -4.38613 -5.19573 0.0 0.2 0.0
C -6.19304 0.71929 -2.23218 0.0 0.0 0.0
H 2.75004 -1.30644 5.08208 -0.1 0.0 0.0
C 3.72055 3.91402 -5.49316 0.1 0.0 0.1
N -0.68326 2.41607 -0.64948 0.7 -0.9 0.1
C 2.46045 -0.03436 -6.31351 -0.4 -0.6 -0.4
H 5.83125 1.20461 0.82290 0.0 -0.1 0.0
C -0.61162 4.55346 3.29492 0.1 0.1 0.0
H -2.80194 3.96333 0.16400 -0.1 0.0 0.0
N 1.22713 -0.83106 0.09938 -0.4 0.3 0.3
C 2.56564 -0.31249 4.68155 0.0 -0.1 -0.1
Sb 3.64705 3.50378 1.16929 -0.1 -0.4 0.1
H 1.71784 -5.99617 -2.23032 0.0 0.0 0.0
H 1.24472 -4.60861 3.65185 0.0 0.0 0.0
C -3.00641 -0.48160 2.08131 0.4 -0.2 -0.3
C 3.75921 2.93787 -4.50696 -0.1 0.1 0.0
H 2.57346 2.03235 -8.08438 0.0 0.0 0.0
C 0.27634 -4.14559 3.78526 0.0 -0.1 0.0
H 3.55572 1.36216 -1.24790 0.1 0.1 0.2
H -1.21654 1.66376 -4.42750 0.0 0.0 0.0
H 3.30431 4.34766 -7.54802 0.0 0.0 0.0
H 0.88766 -2.30023 2.89818 0.2 0.1 0.1
C 1.65629 3.73313 2.03129 0.4 -0.2 -0.3
C 5.32746 -0.44829 2.12036 0.1 0.0 0.0
H -7.25761 1.05963 -0.40089 0.0 0.0 0.0
P -2.67855 -0.72998 0.29444 -0.7 -0.2 0.2
H -3.14520 -2.46030 4.35267 0.0 0.0 0.0
H 2.89004 -4.60794 -0.62529 0.1 0.1 0.1
C 2.23148 -1.35620 -0.60617 0.2 0.1 0.0
C 2.72721 2.04603 -1.38672 0.1 -0.2 -0.6
H -3.88077 3.41739 -1.11781 0.0 0.0 0.0
H -5.43131 0.27407 1.03168 0.0 0.0 0.0

=====

16
Properties=species:S:1:pos:R:3:forces:R:3 method="wB97M-V/def2-TZVPD" spin_multiplicity=1 total_energy_ev=-22604.8408 orbital_gap_ev=9.89 lumo_energy_ha=-0.388 charge=+2
N 0.80585 0.33858 -0.67259 -1.7 -0.8 2.0
H 1.56702 0.49320 -1.27707 1.2 0.3 -1.1
C -1.42166 -0.02013 -0.00394 1.9 0.7 2.1
N -0.72313 -0.41177 -2.30268 -3.8 1.1 0.9
C 0.93708 0.28309 0.68336 3.0 1.0 1.7
H -2.29055 -0.47900 -0.24091 -2.9 -1.7 -0.3
N 1.95051 0.75312 1.40787 -2.3 -0.6 -4.4
O -0.08000 -2.07846 1.10886 0.3 0.7 0.5
C -0.47456 -0.02724 -1.08924 1.8 0.4 -1.1
S -0.43130 -0.73529 1.42941 -1.9 -0.7 -0.2
H 2.69785 1.32219 1.04106 0.4 0.1 -0.5
H 1.92287 0.74672 2.36741 -0.3 -0.5 3.1
H -1.58540 0.88307 0.56867 -0.3 1.0 -0.8
O -0.96090 -0.25626 2.67595 1.3 -0.3 -1.7
H -1.75518 -0.34167 -2.58519 1.7 -0.7 0.5
H -0.15850 -0.47014 -3.11096 1.5 0.0 -0.7